(1)
The following is a DFT calculation (the ωB97M-V functional and the def2-TZVPD basis) of 2 unconnected molecules or ions with the total composition H5O2 at a distorted geometry.

Geometry (Å):
O (0.1357, 0.1783, 1.1290)
H (-0.3201, 0.0544, 2.0352)
H (0.8216, 0.9425, 1.1514)
O (-0.2448, -0.1411, -1.2136)
H (0.5250, -0.2456, -1.8551)
H (-0.7210, -1.0033, -1.3014)
H (-0.1965, 0.2148, 0.0547)

Force components x, y, z for each atom (eV/Å):
O 1.4 2.1 1.6
H 0.6 0.5 -2.1
H -1.4 -1.7 0.6
O 0.4 -1.1 -1.3
H -1.1 0.5 1.3
H 0.2 0.9 0.1
H -0.1 -1.1 -0.2

## Properties
Total charge: +1

---

(2)
The following is a DFT calculation (the ωB97M-V functional and the def2-TZVPD basis) of 3 unconnected molecules or ions with the total composition H5O2S.

Geometry (Å):
S (0.3466, -1.5243, -0.3875)
H (-0.7265, -1.5796, -1.1828)
H (1.3307, 1.2407, -2.2475)
H (0.4392, 1.1717, -1.1223)
O (0.9471, 1.8530, -1.6017)
H (-0.2626, -0.1575, 2.7048)
H (-0.9512, -0.6159, 1.4500)
O (-1.1233, -0.3882, 2.3871)

Force components x, y, z for each atom (eV/Å):
S 0.0 0.3 0.0
H -0.1 -0.1 -0.1
H 0.2 0.4 0.0
H 0.0 0.1 0.4
O -0.2 -0.7 -0.3
H 0.8 0.2 0.2
H 0.2 -0.2 0.0
O -0.9 0.0 -0.2

## Properties
Total charge: -1

---

(3)
The following is a DFT calculation (the ωB97M-V functional and the def2-TZVPD basis) of a molecular structure, H5O3 at a distorted geometry.

Geometry (Å):
O (-1.0500, 0.1685, 0.6651)
H (-1.6818, -0.3292, 1.2076)
O (0.6618, -1.4189, 0.4388)
H (0.6028, 0.3778, -0.9054)
H (-0.2799, -0.5885, 0.4710)
O (0.4048, 1.3162, -1.2394)
H (1.4585, -1.6879, 0.9398)
H (-0.2328, 1.7018, -0.6281)

Force components x, y, z for each atom (eV/Å):
O -1.3 0.0 0.3
H 0.3 0.3 -0.3
O 1.7 -1.6 -0.6
H -0.6 1.8 -0.2
H -0.1 0.6 1.2
O 0.9 -1.1 -0.2
H -1.0 0.7 -0.4
H 0.0 -0.8 0.2

## Properties
Total charge: -1

---

Sequential energy above the lowest of the compared OMol25 structures with the same formula, charge and spin output: 11.43 2.68 14.85 kcal/mol